C5H9NO | ωB97M-V/def2-TZVPD

Geometry as XYZ:
```
16
Properties=species:S:1:pos:R:3:mulliken_charge:R:1
C -0.7628 -0.1517 -0.4350 0.503
H 0.5754 2.5757 1.6540 0.375
H -0.1368 -1.2028 -2.2902 0.231
H -3.2359 -1.4084 0.5979 0.364
H 1.7848 -0.7297 0.0603 0.240
C 0.3406 0.8345 -0.3417 -0.189
C 1.3047 -0.2833 -0.8148 -0.506
H -0.2735 1.0294 1.9054 0.326
C 0.5817 1.4772 1.4218 -1.091
H 0.0432 -2.1776 -0.8136 0.265
H 2.0602 -0.0979 -1.5863 0.324
N -1.8471 -0.2308 0.2239 -0.592
H 1.5533 1.0903 1.7028 0.268
H 0.4206 1.8870 -0.0677 0.312
C 0.0735 -1.1559 -1.2133 -0.433
O -2.4819 -1.4559 -0.0034 -0.397
```

Summary:
Spin multiplicity = 1
Frontier orbital gap = 9.32 eV
Energy above the lowest of the compared OMol25 structures with the same formula, charge and spin = 570.7 kJ/mol
Highest occupied orbital energy = -8.25 eV
Structure (SMILES) = C[C@H]1CC/C1=N\O
M = 99.133 g/mol
Total energy = -325.720203 Ha

***

C5H9NO | ωB97M-V/def2-TZVPD

Geometry as XYZ:
```
16
Properties=species:S:1:pos:R:3:mulliken_charge:R:1
C 1.3910 0.3186 -0.1602 -0.801
H -1.6425 1.4365 -1.4447 0.275
H -2.3701 -0.1166 1.5017 0.369
H -1.0116 0.9892 1.6928 0.390
C 1.7796 -1.1527 -0.0883 0.032
O 1.0805 -2.0561 -0.4864 -0.463
H 0.2516 -0.0105 -1.9663 0.361
H -0.7360 -0.7886 1.7187 0.248
H -1.7756 -0.5964 -0.8009 0.490
C -1.1307 0.0619 -0.2232 0.025
C -1.3078 0.0226 1.2688 -1.429
N -0.9196 1.4088 -0.7432 -0.724
C 0.1109 0.3910 -0.9610 0.224
H 2.7667 -1.3825 0.3630 0.372
H 2.2454 0.8864 -0.5517 0.341
H 1.2380 0.6628 0.8718 0.290
```

Summary:
Spin multiplicity = 1
Frontier orbital gap = 10.58 eV
Energy above the lowest of the compared OMol25 structures with the same formula, charge and spin = 234.5 kJ/mol
Highest occupied orbital energy = -9.52 eV
Structure (SMILES) = C[C@H]1N[C@H]1CC=O
M = 99.133 g/mol
Total energy = -325.848251 Ha

***

C5H9NO | ωB97M-V/def2-TZVPD

Geometry as XYZ:
```
16
Properties=species:S:1:pos:R:3:mulliken_charge:R:1
H -1.6207 -0.6334 -0.4962 0.365
H 0.8529 2.6075 0.6900 0.324
H 0.8964 0.0611 -3.0314 0.246
H 0.7407 -1.2291 1.3613 0.322
C 0.8000 1.4972 0.6476 0.057
C -0.6202 1.0566 0.3678 -0.893
N 0.3288 0.3017 -2.2218 -0.568
H -0.9458 -1.2460 1.8726 0.382
C -0.2814 -1.3816 1.0210 -1.556
H 0.9413 -1.4572 -1.2745 0.406
H -1.2229 1.2287 1.2624 0.445
C 0.3640 -0.5239 -1.2776 -0.322
H -0.9890 1.6819 -0.4498 0.358
C -0.6330 -0.3968 -0.0837 0.475
O 1.7627 0.8397 0.9477 -0.457
H -0.3737 -2.4064 0.6646 0.415
```

Summary:
Spin multiplicity = 1
Frontier orbital gap = 10.71 eV
Energy above the lowest of the compared OMol25 structures with the same formula, charge and spin = 156.3 kJ/mol
Highest occupied orbital energy = -9.65 eV
Structure (SMILES) = [H]/N=C/[C@@H](C)CC=O
M = 99.133 g/mol
Total energy = -325.878027 Ha

***

C5H9NO | ωB97M-V/def2-TZVPD

Geometry as XYZ:
```
16
Properties=species:S:1:pos:R:3:mulliken_charge:R:1
H 0.4335 0.5300 2.2468 0.362
C -0.7974 0.6457 -0.9056 0.087
H 1.3392 -1.2855 -1.2109 0.296
C 0.1607 0.9543 1.2762 -1.467
H 0.9420 1.6813 1.0262 0.362
N 0.1380 0.3701 -1.8612 -0.183
H -0.8085 1.4360 1.2814 0.343
H -0.9341 -2.0299 -0.1391 0.429
H 1.9955 0.3275 -0.7652 0.266
C 1.0831 -0.2575 -0.9286 -0.750
H -1.5264 -1.1544 1.2837 0.361
H 0.2880 0.8605 -2.7306 0.229
C -0.6333 -1.3854 0.6930 -1.695
H 0.0551 -1.9497 1.3355 0.369
O -1.7831 1.3420 -0.8650 -0.632
C -0.0048 -0.0975 0.1775 1.624
```

Summary:
Spin multiplicity = 1
Frontier orbital gap = 10.47 eV
Energy above the lowest of the compared OMol25 structures with the same formula, charge and spin = 88.8 kJ/mol
Highest occupied orbital energy = -9.59 eV
Structure (SMILES) = CC1(C)CNC1=O
M = 99.133 g/mol
Total energy = -325.903733 Ha

***

What is the frontier orbital gap in the third record?
10.71 eV

***

Among the records above, which one has the lowest highest occupied orbital energy?
number 3

***

Look up the M of the fourth one.
99.133 g/mol